{
  "formula": "C45H117N9O18S9",
  "method": "ωB97M-V/def2-TZVPD",
  "homo_ev": -8.43,
  "fmax_ha_per_bohr": 0.0829,
  "energy_ev": -196341.734,
  "species": ["C", "C", "O", "N", "C", "H", "H", "H", "H", "H", "H", "H", "C", "C", "O", "N", "C", "H", "H", "H", "H", "H", "H", "H", "C", "C", "O", "N", "C", "H", "H", "H", "H", "H", "H", "H", "C", "C", "O", "N", "C", "H", "H", "H", "H", "H", "H", "H", "C", "C", "O", "N", "C", "H", "H", "H", "H", "H", "H", "H", "C", "C", "O", "N", "C", "H", "H", "H", "H", "H", "H", "H", "C", "C", "O", "N", "C", "H", "H", "H", "H", "H", "H", "H", "C", "C", "O", "N", "C", "H", "H", "H", "H", "H", "H", "H", "C", "C", "O", "N", "C", "H", "H", "H", "H", "H", "H", "H", "C", "S", "O", "C", "H", "H", "H", "H", "H", "H", "C", "S", "O", "C", "H", "H", "H", "H", "H", "H", "C", "S", "O", "C", "H", "H", "H", "H", "H", "H", "C", "S", "O", "C", "H", "H", "H", "H", "H", "H", "C", "S", "O", "C", "H", "H", "H", "H", "H", "H", "C", "S", "O", "C", "H", "H", "H", "H", "H", "H", "C", "S", "O", "C", "H", "H", "H", "H", "H", "H", "C", "S", "O", "C", "H", "H", "H", "H", "H", "H", "C", "S", "O", "C", "H", "H", "H", "H", "H", "H"],
  "positions_angstrom": [[2.465, 8.579, 0.671], [2.209, 7.318, 1.417], [1.089, 6.804, 1.385], [3.159, 6.897, 2.253], [3.054, 5.608, 2.951], [2.229, 9.333, 1.389], [1.745, 8.713, -0.160], [3.519, 8.610, 0.344], [4.069, 7.029, 1.810], [3.420, 5.852, 3.949], [3.532, 4.832, 2.352], [1.998, 5.461, 3.167], [6.806, -2.551, 0.527], [6.007, -2.271, 1.789], [6.575, -2.290, 2.871], [4.672, -2.109, 1.692], [3.982, -2.157, 0.401], [7.232, -1.547, 0.222], [6.188, -2.990, -0.224], [7.487, -3.267, 0.816], [4.216, -1.685, 2.533], [4.607, -1.745, -0.308], [3.079, -1.572, 0.362], [3.738, -3.235, 0.111], [-5.989, 2.811, -0.342], [-4.814, 2.842, -1.297], [-3.679, 3.178, -0.918], [-4.983, 2.405, -2.625], [-3.882, 2.222, -3.487], [-6.853, 2.272, -0.746], [-6.229, 3.802, 0.038], [-5.515, 2.278, 0.472], [-5.922, 2.031, -2.832], [-3.749, 3.163, -4.000], [-4.101, 1.549, -4.333], [-2.979, 1.893, -3.056], [3.387, -2.885, 5.165], [3.351, -4.235, 4.406], [2.267, -4.778, 4.132], [4.587, -4.751, 3.929], [4.576, -5.814, 2.942], [3.701, -2.076, 4.477], [4.158, -2.878, 5.986], [2.401, -2.610, 5.567], [5.328, -4.103, 3.840], [5.318, -5.616, 2.112], [3.632, -5.872, 2.396], [4.847, -6.796, 3.217], [0.792, -2.120, 3.026], [1.396, -0.850, 3.453], [2.598, -0.596, 3.315], [0.502, 0.078, 3.841], [1.089, 1.295, 4.488], [0.847, -2.957, 3.789], [1.295, -2.471, 2.160], [-0.257, -2.098, 2.726], [-0.477, -0.209, 3.999], [1.085, 1.106, 5.527], [0.598, 2.165, 4.179], [2.163, 1.413, 4.137], [2.251, 2.440, 1.146], [3.787, 2.321, 1.281], [4.498, 3.050, 0.620], [4.192, 1.470, 2.168], [5.625, 1.322, 2.289], [1.758, 1.513, 1.518], [1.997, 2.561, 0.105], [1.828, 3.293, 1.733], [3.571, 0.801, 2.613], [6.042, 2.070, 2.973], [6.093, 1.462, 1.294], [5.787, 0.307, 2.683], [-0.928, 0.453, -4.802], [-1.931, -0.643, -5.275], [-2.738, -1.165, -4.511], [-1.909, -0.856, -6.597], [-2.666, -1.985, -7.151], [-0.250, 0.806, -5.582], [-0.390, 0.033, -3.978], [-1.474, 1.332, -4.412], [-1.138, -0.484, -7.173], [-3.003, -1.754, -8.144], [-3.561, -2.075, -6.516], [-2.153, -2.891, -7.018], [3.389, 5.447, -1.588], [2.299, 4.392, -1.892], [2.547, 3.300, -2.448], [1.034, 4.646, -1.550], [-0.068, 3.859, -1.930], [3.421, 5.687, -0.533], [3.304, 6.402, -2.072], [4.340, 4.933, -1.830], [0.832, 5.466, -0.962], [0.099, 3.507, -2.921], [-1.023, 4.392, -1.914], [-0.133, 2.881, -1.416], [-3.259, -2.582, 2.294], [-3.161, -1.131, 2.673], [-2.357, -0.806, 3.555], [-4.103, -0.282, 2.176], [-4.218, 1.075, 2.663], [-2.509, -2.903, 1.578], [-4.183, -2.816, 1.834], [-3.218, -3.130, 3.243], [-4.575, -0.483, 1.256], [-5.184, 1.425, 2.410], [-3.445, 1.674, 2.222], [-4.040, 1.105, 3.760], [-0.923, 0.737, 0.876], [0.184, -0.480, 0.271], [-0.556, -1.785, 0.345], [0.286, -0.071, -1.440], [-1.185, 0.396, 1.896], [-1.770, 0.756, 0.282], [-0.457, 1.733, 0.857], [1.105, 0.694, -1.485], [-0.587, 0.239, -2.014], [0.849, -0.912, -1.873], [3.849, -0.792, -4.954], [3.658, -1.095, -3.215], [4.487, -2.217, -2.762], [4.540, 0.363, -2.609], [3.348, -1.565, -5.405], [4.903, -0.784, -5.207], [3.407, 0.167, -5.273], [5.586, 0.143, -2.696], [4.203, 0.560, -1.601], [4.207, 1.270, -3.199], [-8.895, -2.115, 0.764], [-8.873, -1.091, -0.738], [-7.952, -1.702, -1.740], [-10.517, -1.709, -1.323], [-8.631, -3.124, 0.551], [-9.905, -1.962, 1.205], [-8.087, -1.824, 1.481], [-10.513, -2.777, -1.392], [-10.590, -1.379, -2.309], [-11.375, -1.345, -0.732], [-4.866, -2.669, -2.149], [-5.071, -0.999, -1.640], [-5.394, -0.976, -0.184], [-3.358, -0.510, -1.526], [-4.498, -2.705, -3.201], [-5.801, -3.145, -2.021], [-4.144, -3.212, -1.467], [-2.964, -0.475, -2.528], [-2.815, -1.216, -0.925], [-3.434, 0.479, -1.088], [-1.303, -6.136, 1.625], [-0.894, -6.167, -0.125], [-2.003, -5.517, -0.881], [0.394, -4.977, 0.198], [-1.951, -6.960, 1.840], [-1.786, -5.190, 1.912], [-0.399, -6.398, 2.181], [-0.135, -4.039, 0.453], [0.928, -4.789, -0.732], [1.109, -5.363, 0.931], [-1.521, 4.933, 0.934], [-1.631, 4.116, 2.451], [-0.294, 3.454, 2.533], [-1.515, 5.552, 3.516], [-0.608, 5.527, 1.136], [-2.396, 5.478, 0.519], [-1.287, 4.097, 0.202], [-0.785, 6.239, 3.017], [-1.085, 5.131, 4.426], [-2.520, 6.080, 3.444], [-4.822, -5.796, 1.090], [-6.319, -5.522, 0.012], [-7.557, -5.854, 0.727], [-6.083, -6.789, -1.226], [-5.162, -6.646, 1.602], [-4.589, -4.993, 1.844], [-4.001, -5.823, 0.358], [-5.102, -6.928, -1.635], [-6.782, -6.515, -1.995], [-6.417, -7.763, -0.742], [-0.523, -3.721, -2.950], [0.412, -4.017, -4.557], [0.772, -2.641, -5.108], [1.944, -4.762, -3.911], [-1.227, -2.972, -3.199], [0.164, -3.299, -2.196], [-1.105, -4.605, -2.654], [1.643, -5.677, -3.420], [2.500, -4.195, -3.200], [2.637, -4.947, -4.768], [7.225, 5.875, -0.712], [7.063, 6.549, 1.074], [5.688, 7.222, 1.039], [6.935, 4.949, 2.005], [7.356, 6.664, -1.499], [6.243, 5.501, -1.013], [7.975, 5.075, -0.739], [6.037, 4.477, 1.832], [7.021, 5.129, 3.056], [7.664, 4.209, 1.590]],
  "forces_ev_per_angstrom": [[0.4, -0.3, -1.1], [-1.9, -0.4, 0.2], [-0.3, -0.1, -0.2], [1.1, -0.6, -0.8], [-0.8, 1.8, 0.5], [0.2, 0.9, 0.4], [0.6, -0.3, 0.4], [-0.5, 0.4, 0.1], [0.4, 0.3, 0.6], [0.8, -0.9, -0.1], [0.0, -0.2, 0.6], [-0.1, -0.6, -0.6], [-1.5, 2.4, 0.2], [0.0, -0.8, -0.2], [0.1, 0.3, 0.6], [-0.8, 1.0, 0.5], [-0.9, -2.0, 1.2], [-0.2, -1.4, 0.0], [-0.2, 0.1, -0.8], [2.1, -1.1, 0.5], [0.2, -0.7, -1.2], [1.2, 0.6, -1.7], [-0.5, 0.2, 0.6], [0.2, 1.4, 0.3], [0.7, -0.3, -0.6], [1.6, 0.0, -1.7], [-1.4, -0.3, -0.3], [-2.3, -0.2, 3.3], [-0.7, 0.5, -2.6], [0.1, 0.2, 0.3], [-0.1, 0.1, -0.3], [-0.5, -0.3, 0.4], [1.2, 0.2, -0.1], [0.8, 0.5, -0.1], [-0.3, -0.2, 0.6], [0.8, -0.2, 1.0], [1.3, -0.3, 0.2], [-0.3, -0.3, -1.1], [1.8, 0.4, 0.6], [-2.5, -0.3, 0.7], [0.5, 1.3, -2.4], [-0.2, -0.6, 0.3], [-0.8, -0.2, -0.7], [0.4, -0.4, -0.2], [0.8, 0.8, 0.2], [-0.5, 0.3, 0.9], [-0.2, 0.1, 0.4], [0.1, -1.0, 1.2], [-0.8, -2.3, 0.9], [-1.2, 0.7, -0.7], [0.4, -0.2, 0.1], [1.0, 0.8, 0.8], [1.3, -1.5, -1.5], [0.3, 1.1, -0.6], [0.8, -0.4, -0.7], [0.0, 0.6, 0.3], [0.7, 0.3, -0.1], [0.0, 0.3, 1.3], [-1.1, 1.2, -0.2], [-1.4, -0.4, 0.5], [0.1, -0.6, 1.0], [-3.9, 1.4, -1.0], [1.3, 0.9, -0.6], [1.6, -1.1, 1.0], [0.3, -0.8, 0.2], [0.3, 0.6, -0.1], [0.0, 0.2, -0.4], [0.5, -0.7, -0.5], [-0.1, 0.0, 0.0], [0.0, -0.2, -0.1], [-0.2, -0.2, 0.6], [0.4, 0.4, -0.1], [-1.2, -0.1, -0.3], [0.7, 1.7, 0.5], [0.4, -0.1, -0.3], [0.4, -0.6, -1.3], [-1.3, 1.7, 1.3], [0.0, -0.2, 0.1], [0.6, -0.2, 0.2], [0.1, -0.5, -0.3], [-0.7, -0.4, 0.9], [0.2, -0.2, -0.5], [0.2, 0.1, -0.3], [0.9, -1.3, -0.3], [0.2, -1.7, 0.2], [0.8, -1.4, -0.9], [0.2, 1.5, 0.5], [-0.2, 2.7, 1.6], [-0.7, -1.6, -0.3], [-0.1, -0.2, 0.5], [-0.3, 0.2, -0.7], [-0.5, 0.5, 0.0], [0.4, -0.6, -0.4], [0.1, 0.0, -1.2], [0.3, -0.1, 0.3], [-0.2, 0.6, 0.5], [0.2, 0.0, 0.2], [-0.7, 0.3, 0.4], [-0.1, 0.4, -0.3], [0.3, -0.8, -0.6], [1.3, -0.8, 1.0], [0.5, 0.1, 0.2], [-1.2, 0.0, -0.5], [0.3, 0.0, -0.3], [0.4, -0.3, 1.1], [-0.9, 0.5, -0.1], [0.3, 0.7, -0.3], [-0.3, -0.1, -0.7], [1.0, 0.5, 1.3], [0.1, -0.9, 0.1], [-0.2, -0.1, -0.2], [2.2, 0.7, -0.5], [0.3, 0.5, -0.5], [-1.8, -0.1, -1.2], [0.0, -0.4, 0.4], [-0.9, 0.0, -0.1], [-0.1, -0.2, 0.5], [-0.7, -0.1, -0.1], [1.3, 1.9, 0.5], [-1.2, 2.0, 0.7], [0.9, -1.5, -0.1], [-1.6, 1.1, -1.1], [-1.2, -1.9, -1.4], [0.2, -0.1, -0.1], [0.0, -0.4, 0.5], [0.6, 0.0, 0.0], [0.2, -0.1, 0.4], [0.6, -0.9, 0.6], [0.4, 1.3, 1.1], [-0.8, -1.1, -0.2], [0.2, 0.1, 0.1], [0.1, 0.5, 1.6], [-0.4, -1.0, -0.6], [0.8, -0.4, -0.1], [-0.7, 0.4, -0.6], [0.2, -0.8, 0.4], [-0.2, 0.9, -1.6], [0.5, -0.1, -0.2], [2.0, -1.0, 0.1], [0.6, 0.8, -0.2], [-1.0, -0.3, 1.0], [-0.6, 0.2, -0.9], [-0.3, 0.1, 0.8], [-1.2, -0.4, -0.2], [-0.5, 0.7, -0.7], [0.4, 0.1, -0.3], [0.2, -0.3, 0.5], [0.3, 0.1, 0.1], [-0.2, -0.6, 0.2], [0.4, -0.4, 0.9], [-0.2, 0.2, 0.1], [0.1, 0.9, -1.0], [-0.8, -0.4, 0.0], [0.5, -0.2, -0.1], [0.0, 0.6, 0.0], [0.5, -0.3, 0.3], [0.1, 0.0, -0.1], [-0.4, 0.2, 0.0], [0.7, -0.1, -2.2], [-0.7, -0.8, 1.0], [0.2, -0.1, 0.3], [-0.2, 1.0, -1.6], [-0.5, 0.1, -0.9], [0.5, -0.2, 0.7], [-0.3, 1.1, 0.9], [-0.3, -0.6, 0.6], [-0.7, 0.6, 0.4], [1.1, -0.8, 1.0], [-0.5, 1.7, -0.9], [1.6, 2.3, -0.4], [-0.7, -0.6, 0.7], [-0.7, -1.9, 1.4], [0.5, -1.7, 0.7], [-0.8, -0.5, -1.0], [0.0, -0.6, 0.5], [0.6, 0.3, 0.0], [-0.3, 0.0, -0.4], [0.3, 1.0, -0.6], [1.4, -0.6, -0.7], [0.1, 1.3, 0.6], [-0.2, -1.0, 0.5], [0.0, -0.3, -1.0], [-0.8, 0.9, -0.5], [-0.4, -0.5, -0.2], [0.6, 0.1, 0.1], [0.0, -0.5, -0.1], [0.1, 1.0, 0.5], [-0.8, -0.1, 0.5], [-0.5, 0.3, 0.3], [-1.2, -0.2, -1.6], [1.4, -0.7, 0.3], [1.9, 0.4, -1.4], [0.6, -0.3, 1.3], [0.0, -0.4, 0.7], [-0.1, 0.4, -0.1], [-2.5, -0.7, -0.7], [0.5, 0.3, 0.5], [-0.1, 0.9, 0.6]],
  "mulliken_charge": [-1.320, 0.615, -0.642, 0.083, -0.580, 0.400, 0.263, 0.343, 0.235, 0.300, 0.134, 0.126, -1.525, 0.726, -0.698, 1.520, -1.252, 0.173, 0.424, 0.487, -0.532, 0.903, -0.332, 0.016, -0.637, 0.416, -0.397, -0.026, -0.631, 0.267, 0.388, -0.142, 0.290, 0.434, 0.402, -0.246, -0.871, 0.721, -0.572, -0.213, -0.653, -0.070, 0.472, 0.314, 0.336, 0.238, 0.026, 0.378, 0.088, 0.177, -0.791, 0.126, -0.684, 0.405, -0.160, -0.425, 0.246, 0.516, 0.091, 0.097, 2.796, -0.389, -0.653, 0.667, -0.989, -1.165, -0.859, -0.033, -0.311, 0.190, 0.311, 0.338, 0.044, 0.366, -0.563, -0.214, -0.892, 0.591, -0.491, -0.137, 0.292, 0.374, 0.240, 0.290, -0.923, 0.456, -0.630, 0.224, -1.831, -0.061, 0.554, 0.170, 0.216, 0.573, 0.645, 0.361, -1.179, 0.810, -0.845, 0.458, -1.415, -0.193, 0.521, 0.506, 0.094, 0.448, 0.541, 0.292, 0.415, 1.698, -0.328, 0.978, -1.032, 0.751, -0.875, -0.003, -0.662, -0.373, -1.308, 1.113, -0.725, -0.802, 0.402, 0.399, 0.304, 0.547, -0.226, 0.373, -0.701, 0.547, -0.599, -1.166, 0.181, 0.381, 0.189, 0.337, 0.386, 0.376, -0.527, 0.122, -0.652, 2.199, 0.278, 0.468, -0.121, -1.032, -0.056, -0.890, -0.704, 0.229, -0.525, 0.022, 0.439, -0.048, 0.391, -0.207, 0.042, 0.350, 0.723, 0.494, -0.504, -0.829, -0.550, 0.516, -0.595, 0.051, 0.408, 0.361, -0.671, 0.817, -0.711, -1.060, 0.559, 0.192, -0.092, 0.317, 0.357, 0.321, 1.016, 0.304, -0.509, -0.725, -0.697, -0.436, 0.419, 0.421, 0.015, 0.328, -0.373, 0.297, -0.663, -0.228, 0.351, -0.182, 0.380, -0.387, 0.459, 0.374]
}